Molecular formula: C3HCl3O
Method: DFT, the ωB97M-V functional and the def2-TZVPD basis

Geometry as XYZ:
```
8
C3HCl3O the ωB97M-V functional and the def2-TZVPD basis
C -1.60575 -0.28839 1.85090
C 1.07527 0.41881 -0.31564
C -0.04490 0.12958 -0.93551
O -1.03353 -1.23635 1.68169
Cl 2.47746 -0.60206 -0.20946
Cl -0.59612 -1.11742 -1.86976
Cl -1.28386 1.44478 -0.66888
H 1.01143 1.25104 0.46666
```

Output
- lowest unoccupied orbital energy (eV) = 0.70
- ΔE to the lowest compared entry with this formula, charge and spin (kJ/mol) = 89.2
- HOMO energy (eV) = -9.75